A cluster of 6 separate species, C4H18NO8 in total at a distorted geometry, computed with ωB97M-V/def2-TZVPD.

* frontier orbital gap (spin up / spin down): 10.515 / 7.312 eV
* energy above the lowest of the compared OMol25 structures with the same formula, charge and spin: 389.6 kJ/mol
* highest occupied orbital energy (spin up / spin down): -0.4016 / -0.4090 hartree
* LUMO energy (spin up / spin down): -0.4 / -3.8 eV

Geometry as ORCA input:
```
! RIJCOSX wB97M-V def2-TZVPD def2/J DEFGRID3
* xyz 0 2
O -0.2459 0.8561 -3.5559
O 0.7092 2.7768 1.8510
O -2.2133 -1.1241 -1.8192
O 1.4473 -0.1094 1.7851
O 2.9597 -0.1499 -2.1539
O -2.5780 -1.5697 1.2279
O -0.6867 0.9721 3.3902
O 0.8667 2.8771 -0.6058
N 0.8443 -1.0259 -0.2574
C 1.6506 -0.3941 0.5836
C -1.2083 -1.9745 -1.2083
C -0.5609 -1.0781 -0.1149
C -1.1367 -1.7644 1.2452
H -0.1312 2.9876 -0.2905
H 0.2654 0.6591 3.3355
H -0.7080 1.8071 3.0551
H -0.8800 0.4277 -2.8412
H -0.9532 -0.0129 0.0671
H -0.9235 -2.8452 1.4487
H -0.4497 -2.4212 -1.9823
H -3.0689 -1.5374 0.3670
H 0.7117 2.1418 -1.1702
H 0.2349 1.9918 1.5429
H -1.7342 -0.3327 -2.2938
H -0.8154 -1.2752 2.0908
H 0.5584 1.1714 -3.1136
H 2.7176 0.6201 -1.6097
H 2.4181 -0.7211 -1.6865
H -1.9645 -2.6718 -0.7701
H 2.7039 -0.2871 0.2553
H 1.5684 2.5141 1.4094
*
```

A structure of composition C16H20FeN3O3 at a distorted geometry, computed with ωB97M-V/def2-TZVPD.

* frontier orbital gap (spin up / spin down): 3.282 / 7.229 eV
* highest occupied orbital energy (spin up / spin down): -0.0161 / -0.1615 hartree
* LUMO energy (spin up / spin down): 2.8 / 2.8 eV

Geometry as ORCA input:
```
! RIJCOSX wB97M-V def2-TZVPD def2/J DEFGRID3
* xyz -1 5
Fe 1.3651 -0.7012 -2.4721
O 3.4514 0.9789 -1.2103
O 3.5873 -2.6187 -3.1157
O 1.4189 -1.6062 0.3128
N -1.3070 0.4660 1.3304
N -0.1777 0.9188 3.3958
N 0.7000 1.6946 1.5241
C -2.2774 -0.3181 2.0840
C 2.7265 -1.8430 -3.0380
C -0.3523 0.9900 2.0419
C -1.5218 -0.1558 -2.0431
C 0.4608 0.9662 -3.1484
C 0.2613 -1.1765 -4.2680
C -0.1657 0.5001 -1.9533
C 0.3404 0.2053 -4.3373
C -1.0067 0.0903 4.2271
C 1.6539 2.0690 2.5200
C -0.0634 -1.9098 -3.0833
C -2.3771 -0.0168 3.5682
C 1.1273 1.3892 3.7783
C 1.3789 -1.2967 -0.8099
C -1.3976 -1.6513 -2.4071
C 2.6287 0.4003 -1.7988
H -2.0248 -0.0137 -1.0747
H -1.5421 -2.2959 -1.5253
H 1.0886 2.0726 4.6301
H 0.7638 1.9003 0.5289
H 1.6819 3.1538 2.6607
H -2.0072 -1.3806 1.9722
H -2.9294 -0.8113 4.0785
H -3.2464 -0.1692 1.5977
H -0.5466 -0.9096 4.3334
H 1.7536 0.5349 4.0600
H -2.2189 -1.9327 -3.1081
H -0.0250 1.0878 -1.0358
H 0.9865 1.9318 -3.1364
H -2.1533 0.3460 -2.8055
H 0.2502 -2.9639 -3.0528
H 0.5382 0.6888 -5.2998
H -2.9331 0.9184 3.7104
H -1.0699 0.5240 5.2303
H 2.6635 1.7205 2.2854
H 0.5167 -1.7765 -5.1466
*
```

What did the first record say?
A cluster of 6 separate species, C4H18NO8 in total at a distorted geometry, computed with ωB97M-V/def2-TZVPD.

* frontier orbital gap (spin up / spin down): 10.515 / 7.312 eV
* energy above the lowest of the compared OMol25 structures with the same formula, charge and spin: 389.6 kJ/mol
* highest occupied orbital energy (spin up / spin down): -0.4016 / -0.4090 hartree
* LUMO energy (spin up / spin down): -0.4 / -3.8 eV

Geometry as ORCA input:
```
! RIJCOSX wB97M-V def2-TZVPD def2/J DEFGRID3
* xyz 0 2
O -0.2459 0.8561 -3.5559
O 0.7092 2.7768 1.8510
O -2.2133 -1.1241 -1.8192
O 1.4473 -0.1094 1.7851
O 2.9597 -0.1499 -2.1539
O -2.5780 -1.5697 1.2279
O -0.6867 0.9721 3.3902
O 0.8667 2.8771 -0.6058
N 0.8443 -1.0259 -0.2574
C 1.6506 -0.3941 0.5836
C -1.2083 -1.9745 -1.2083
C -0.5609 -1.0781 -0.1149
C -1.1367 -1.7644 1.2452
H -0.1312 2.9876 -0.2905
H 0.2654 0.6591 3.3355
H -0.7080 1.8071 3.0551
H -0.8800 0.4277 -2.8412
H -0.9532 -0.0129 0.0671
H -0.9235 -2.8452 1.4487
H -0.4497 -2.4212 -1.9823
H -3.0689 -1.5374 0.3670
H 0.7117 2.1418 -1.1702
H 0.2349 1.9918 1.5429
H -1.7342 -0.3327 -2.2938
H -0.8154 -1.2752 2.0908
H 0.5584 1.1714 -3.1136
H 2.7176 0.6201 -1.6097
H 2.4181 -0.7211 -1.6865
H -1.9645 -2.6718 -0.7701
H 2.7039 -0.2871 0.2553
H 1.5684 2.5141 1.4094
*
```